A molecular structure, AsBCsF6H4 in a non-equilibrium geometry, computed with ωB97M-V/def2-TZVPD.

```
! RIJCOSX wB97M-V def2-TZVPD def2/J DEFGRID3
* xyz -1 1
Cs 7.96899 1.81206 -11.80618
B 8.45134 3.10969 -9.63637
H 9.51652 2.98919 -9.75920
H 8.05873 3.57811 -10.52558
H 8.00998 2.13671 -9.48550
H 8.19511 3.66811 -8.74937
As 9.90137 0.19486 -10.20688
F 9.95318 1.27342 -11.55776
F 11.65320 0.30897 -10.11256
F 10.11697 -0.85643 -8.73055
F 8.09798 0.00056 -10.24559
F 10.02964 -1.23301 -11.35444
F 9.71085 1.53150 -9.04966
*
```

Calculated values
- frontier orbital gap (Ha) = 0.244
- M (g mol⁻¹) = 336.66
- lowest unoccupied orbital energy (eV) = 2.1
- energy relative to the best compared isomer or geometry (same formula, charge and spin) (eV) = 7.980



A molecular structure, AsF6H24O12 in a non-equilibrium geometry, computed with ωB97M-V/def2-TZVPD.

```
! RIJCOSX wB97M-V def2-TZVPD def2/J DEFGRID3
* xyz -1 1
As 0.70295 -0.52164 0.64297
F 0.35399 0.24694 2.21586
F 2.40067 -0.18782 0.91678
F 0.88471 -1.33039 -0.93362
F -1.06970 -0.70262 0.45084
F 0.54543 1.00817 -0.17887
F 0.96284 -2.03845 1.48225
O -0.62097 2.87289 -2.94773
H -1.41445 2.93979 -2.37336
H -0.06379 2.21301 -2.52382
O 1.61834 -1.83268 -4.80794
H 0.69630 -1.98068 -4.56618
H 2.07700 -1.74098 -3.96614
O 1.22325 1.37257 4.56917
H 0.81736 1.06179 3.74680
H 1.30837 0.58368 5.11003
O 4.57810 0.36914 2.12572
H 3.70119 0.12408 1.77427
H 4.63401 1.32021 1.99912
O -0.25910 -3.18918 3.87355
H 0.29300 -3.48326 4.60285
H 0.20411 -2.42087 3.51481
O -2.52381 -2.17834 2.24771
H -1.71782 -2.25177 2.77396
H -2.39463 -2.79482 1.52302
O -3.08114 0.47877 -0.83437
H -2.64189 -0.20822 -0.28911
H -3.37595 0.01364 -1.61449
O 4.02127 1.81853 -0.75075
H 3.31673 1.34899 -0.29037
H 3.77211 1.77611 -1.67878
O -0.95465 -1.33739 -3.53059
H -1.89334 -1.22023 -3.68511
H -0.89327 -2.11932 -2.96945
O -2.19834 2.91753 -0.53832
H -2.42262 2.02438 -0.85940
H -1.61219 2.76605 0.20790
O -3.24600 0.73902 3.40132
H -3.79717 0.13190 2.89832
H -2.45075 0.83646 2.86798
O 0.31104 0.89933 -4.88818
H -0.07070 1.60610 -4.32301
H 0.27952 0.06956 -4.39565
*
```

Calculated values
- frontier orbital gap (Ha) = 0.367
- M (g mol⁻¹) = 405.09
- lowest unoccupied orbital energy (eV) = 1.8
- energy relative to the best compared isomer or geometry (same formula, charge and spin) (eV) = 1.078



A molecular structure, B2Cd3H32O20P2 in a non-equilibrium geometry, computed with ωB97M-V/def2-TZVPD.

```
! RIJCOSX wB97M-V def2-TZVPD def2/J DEFGRID3
* xyz -2 1
Cd -1.05455 3.24461 0.73737
Cd 3.29838 2.47577 -1.34525
Cd -2.03255 -2.28407 1.82445
P 0.61753 -0.26369 -0.13671
O 0.27262 0.95560 -0.98393
O 2.18255 -0.13901 0.01268
O -0.06473 -1.60229 -0.40196
O -0.22628 0.21555 1.03965
P 1.30177 5.96197 -0.79959
O 1.57198 4.88668 0.24897
O 1.55254 7.39660 -0.49042
O -0.19723 5.79218 -0.76879
O 2.06222 5.27145 -1.93046
B -2.37848 4.59582 3.40187
H -2.69794 3.58504 3.20058
H -1.31530 4.74732 3.29728
H -2.80057 5.17930 2.59836
H -2.69856 4.93950 4.37329
B -2.82751 -5.62013 1.77434
H -3.33074 -4.91075 2.41293
H -1.78848 -5.33186 1.73479
H -2.95555 -6.64555 2.08476
H -3.27937 -5.45647 0.80827
O 6.29348 3.16643 -0.16334
H 6.68545 4.03140 -0.28334
H 6.81476 2.76074 0.52941
O -2.19213 -1.17461 -3.75471
H -1.84898 -0.29542 -3.91440
H -1.81003 -1.43267 -2.91588
O -4.77942 -1.81022 0.04304
H -5.40574 -2.52147 -0.09145
H -5.17062 -1.05857 -0.40218
O -1.29022 2.85823 -4.89867
H -1.68391 3.69527 -5.14486
H -1.11638 2.94133 -3.96106
O 0.30752 -2.92844 4.47343
H 1.04426 -2.31819 4.44113
H 0.36669 -3.33045 5.34010
O -3.85778 -1.05516 4.54159
H -4.27327 -1.36032 5.34811
H -4.12816 -0.14025 4.46365
O 5.05067 1.28267 -3.93125
H 5.99845 1.19715 -4.03427
H 4.68829 0.93385 -4.74564
O 0.43980 -6.03072 -1.26282
H 0.13513 -5.14162 -1.08137
H -0.05454 -6.58223 -0.65645
O 4.56113 -1.13083 3.09112
H 5.02057 -0.37950 3.46617
H 4.25015 -0.82167 2.24027
O 4.08815 -3.68948 -1.22364
H 3.30106 -4.22735 -1.13754
H 3.80441 -2.80825 -0.98040
O -4.08423 2.59969 -0.60265
H -4.33532 2.10675 -1.38381
H -4.91534 2.86508 -0.20890
O 1.81099 -2.31195 -4.96477
H 2.15111 -2.81241 -4.22310
H 0.92225 -2.07039 -4.70397
*
```

Calculated values
- frontier orbital gap (Ha) = 0.127
- M (g mol⁻¹) = 773.04
- lowest unoccupied orbital energy (eV) = 0.9
- energy relative to the best compared isomer or geometry (same formula, charge and spin) (eV) = 14.628



A molecular structure, B2ClH8MgTi in a non-equilibrium geometry, computed with ωB97M-V/def2-TZVPD.

```
! RIJCOSX wB97M-V def2-TZVPD def2/J DEFGRID3
* xyz 0 4
Mg 12.08129 20.35756 21.23491
Ti 14.68755 23.61302 20.72494
Cl 11.98246 22.60712 20.90326
B 13.70253 19.32543 20.35315
H 14.52974 19.89706 20.87553
H 14.17327 18.53356 19.70692
H 13.17417 18.92830 21.25267
H 13.07923 20.10478 19.86126
B 12.40181 20.38220 23.38429
H 13.14055 20.64435 22.59202
H 11.35693 20.50387 22.99880
H 12.56838 19.27398 23.53706
H 12.59194 20.96903 24.32710
*
```

Calculated values
- frontier orbital gap (spin up / spin down) (Ha) = 0.246 / 0.299
- M (g mol⁻¹) = 137.31
- lowest unoccupied orbital energy (spin up / spin down) (eV) = -1.7 / -1.5
- energy relative to the best compared isomer or geometry (same formula, charge and spin) (eV) = 0.000



A molecular structure, B2CsF4H4 in a non-equilibrium geometry, computed with ωB97M-V/def2-TZVPD.

```
! RIJCOSX wB97M-V def2-TZVPD def2/J DEFGRID3
* xyz -1 1
Cs 0.01396 -2.21687 -0.52297
B 2.73482 0.03545 -0.45330
H 2.62087 -1.10729 -0.27784
H 2.72184 0.52911 0.60685
H 3.78031 0.22944 -0.93647
H 1.82784 0.41816 -1.07184
B -2.75193 0.43338 0.51521
F -4.08844 0.64184 0.12300
F -2.72273 -0.53342 1.55458
F -1.95904 -0.04298 -0.55818
F -2.17751 1.61318 1.02095
*
```

Calculated values
- frontier orbital gap (Ha) = 0.262
- M (g mol⁻¹) = 234.55
- lowest unoccupied orbital energy (eV) = 1.6
- energy relative to the best compared isomer or geometry (same formula, charge and spin) (eV) = 0.488



A molecular structure, B5F20Pt in a non-equilibrium geometry, computed with ωB97M-V/def2-TZVPD.

```
! RIJCOSX wB97M-V def2-TZVPD def2/J DEFGRID3
* xyz -3 3
Pt -0.03566 0.12877 0.29004
B -2.13493 1.16813 -2.12128
F -1.62430 2.39923 -1.71936
F -3.54746 1.21595 -2.16075
F -1.63310 0.80531 -3.36214
F -1.79656 0.15582 -1.13526
B -0.55362 -2.39684 1.87937
F -1.18128 -2.07531 0.65057
F 0.37924 -1.33064 2.13703
F -1.43995 -2.53003 2.94348
F 0.15506 -3.60650 1.73656
B 1.66403 -1.81766 -2.13337
F 1.13044 -0.99244 -3.11898
F 2.99447 -1.45703 -1.86645
F 0.89977 -1.72951 -0.92074
F 1.61815 -3.16556 -2.57006
B -1.36750 1.66370 2.17722
F -2.01995 0.59499 1.47962
F -0.65707 1.17567 3.27578
F -0.48981 2.24164 1.25176
F -2.40460 2.47764 2.67874
B 2.44700 1.42397 0.13465
F 2.29221 0.21384 0.82851
F 3.70084 1.55958 -0.44282
F 1.41716 1.38589 -0.90373
F 2.18743 2.49139 0.99159
*
```

Calculated values
- frontier orbital gap (spin up / spin down) (Ha) = 0.364 / 0.329
- M (g mol⁻¹) = 629.10
- lowest unoccupied orbital energy (spin up / spin down) (eV) = 7.6 / 7.3
- energy relative to the best compared isomer or geometry (same formula, charge and spin) (eV) = 0.388